An isolated ion of composition CH2OPS and charge -1. Source: the OMol25 dataset; level of theory: ωB97M-V/def2-TZVPD.

Output
spin multiplicity	3
charge	-1
HOMO energy (spin up / spin down)	0.4 / -3.5	eV
energy relative to the best compared isomer or geometry (same formula, charge and spin)	19.87	kcal/mol
frontier orbital gap (spin up / spin down)	3.39 / 5.77	eV
DFT total energy	-853.96948	a.u.

Geometry (Å):
C: -0.638527 -0.392494 0.484383
O: -0.895681 -1.579519 0.583334
P: 1.114524 0.159261 -0.039478
S: -1.531332 0.937659 0.834496
H: 0.626911 1.221006 -0.494135
H: 1.324107 -0.345915 -1.368603

Cartesian forces, eV/Å:
C 2.9 0.2 -1.0
O -0.7 -3.6 0.3
P 1.0 -3.8 2.3
S -1.6 2.7 0.4
H -1.2 4.8 -1.8
H -0.4 -0.3 -0.3

One molecule with the formula CHN3O2S. Source: the OMol25 dataset; level of theory: ωB97M-V/def2-TZVPD.

Output
HOMO energy	-8.9	eV
energy relative to the best compared isomer or geometry (same formula, charge and spin)	80.32	kcal/mol
frontier orbital gap	8.91	eV
SMILES	SN=c1onno1
DFT total energy	-751.50862	a.u.

Geometry (Å):
S: -1.923687 0.434309 -1.525920
N: -0.353141 0.861294 -1.148970
C: 0.298639 0.279034 -0.241313
O: 1.544583 0.598901 0.067950
N: 1.909080 -0.188710 1.194933
N: 0.980892 -0.914785 1.509783
O: -0.167238 -0.626616 0.694476
H: -2.289127 -0.443428 -0.550938

Cartesian forces (eV/Å) of the 6 atoms listed first:
S -0.8 -0.1 -0.1
N 0.9 -0.9 0.8
C -2.3 0.6 -0.4
O 1.7 -0.2 1.1
N -0.5 -0.1 -0.9
N -0.8 0.6 -0.3

A 2-piece molecular cluster, C20H34N3O10P3S overall. Source: the OMol25 dataset; level of theory: ωB97M-V/def2-TZVPD.

Output
HOMO energy	-9.2	eV
energy relative to the best compared isomer or geometry (same formula, charge and spin)	0.00	kcal/mol
frontier orbital gap	8.27	eV
SMILES	CCOCCCCCc1c(PP(=O)(O)O)cc(CCCCO)c2c1C(=O)N(P(O)(O)=S)C2=O.NC(N)=O
DFT total energy	-3121.64773	a.u.

Geometry (Å):
C: -1.839468 -3.481472 -1.396962
C: -0.545632 -4.227767 -1.003264
O: 0.202416 -3.555160 -0.013149
C: -0.391152 -3.552158 1.277072
C: -0.745749 -2.134815 1.744443
C: -2.153925 -2.020578 2.339083
C: -2.366755 -0.699702 3.091361
C: -2.681995 0.478947 2.155117
C: -1.488924 1.092668 1.478850
C: -1.351741 1.136466 0.077363
P: -2.577997 0.647038 -1.189633
P: -4.486937 1.520060 -0.548489
O: -4.314371 2.697408 0.297412
O: -5.404336 0.347663 0.072629
O: -5.246266 1.857802 -1.914778
C: -0.178170 1.602818 -0.515286
C: 0.909991 2.072474 0.208848
C: 2.161482 2.521615 -0.495109
C: 2.844717 1.377696 -1.294313
C: 3.051412 1.657997 -2.781849
C: 1.780124 1.944044 -3.555167
O: 2.156752 2.255988 -4.895076
C: 0.725435 2.106733 1.578202
C: -0.436241 1.644781 2.186987
C: -0.314609 1.854088 3.657599
O: -1.032647 1.514026 4.547819
N: 0.948366 2.542771 3.884292
P: 0.971054 4.099783 4.641238
O: 2.448184 4.137228 5.231245
O: 1.010521 5.093330 3.379365
S: -0.408693 4.461112 5.878850
C: 1.642296 2.570837 2.636225
O: 2.791802 2.941464 2.558335
H: -1.894480 -3.323981 -2.472425
H: -2.739830 -3.993447 -1.057075
H: -1.810847 -2.499253 -0.923007
H: 0.069226 -4.308591 -1.893402
H: -0.815169 -5.231525 -0.657538
H: 0.335771 -3.989883 1.964275
H: -1.293411 -4.170784 1.274427
H: -0.025259 -1.796480 2.491877
H: -0.645601 -1.470970 0.882517
H: -2.893421 -2.140099 1.542317
H: -2.255712 -2.818788 3.078823
H: -3.218735 -0.802452 3.763559
H: -1.469638 -0.517474 3.675836
H: -3.305970 0.066713 1.366324
H: -3.253409 1.259817 2.655784
H: -2.829628 -0.718862 -0.949877
H: -4.956160 -0.504713 0.082465
H: -5.457119 1.056695 -2.409660
H: -0.117722 1.602192 -1.595695
H: 1.934009 3.361560 -1.151665
H: 2.864665 2.861121 0.260084
H: 2.262464 0.459801 -1.187675
H: 3.823730 1.191560 -0.853800
H: 3.501790 0.776936 -3.245196
H: 3.755910 2.480160 -2.929370
H: 1.140880 1.054352 -3.547654
H: 1.229577 2.787388 -3.125776
H: 1.385798 2.172806 -5.461057
H: 3.123264 3.851259 4.595729
H: 1.911290 5.298460 3.102008
N: 3.506175 -3.595703 -2.678111
C: 2.759774 -3.739516 -3.814998
N: 3.384518 -3.386992 -4.980028
O: 1.613287 -4.151012 -3.788338
H: 4.449528 -3.259038 -2.673737
H: 3.066959 -3.837348 -1.808579
H: 2.859110 -3.482811 -5.828041
H: 4.325444 -3.046284 -5.022583

Cartesian forces (eV/Å) of the 6 atoms listed first:
C 0.2 0.1 0.3
C -0.7 0.0 -0.3
O 0.2 0.0 0.0
C 0.0 0.2 -0.1
C -0.2 0.1 -0.2
C 0.6 0.3 0.4

C6H10O as an isolated structure. Source: the OMol25 dataset; level of theory: ωB97M-V/def2-TZVPD.

Output
HOMO energy	-7.8	eV
energy relative to the best compared isomer or geometry (same formula, charge and spin)	114.42	kcal/mol
frontier orbital gap	8.48	eV
DFT total energy	-309.66003	a.u.

Geometry (Å):
C: 1.856811 -0.720202 -0.051569
C: 0.918682 0.079144 0.797513
C: -0.028852 1.583706 -0.429811
C: -1.227198 0.840310 0.158264
O: -1.874774 -0.005813 -0.790385
C: -1.234655 -1.170903 -0.238079
C: -0.540259 -0.342663 0.863570
H: 2.276764 -1.471541 0.634996
H: 2.703417 -0.116787 -0.393632
H: 1.438035 -1.267798 -0.910399
H: 0.879606 1.328229 0.390927
H: -0.005279 2.670853 -0.302316
H: 0.173366 1.303122 -1.464034
H: -1.937083 1.473737 0.700417
H: -0.584831 -1.666908 -0.970461
H: -1.973525 -1.895361 0.125585
H: -0.840226 -0.621133 1.879418

Cartesian forces (eV/Å) of the 6 atoms listed first:
C 0.0 0.0 0.0
C -0.1 -0.2 -0.1
C -0.1 0.0 -0.1
C 0.1 0.3 0.2
O -0.1 0.0 -0.1
C 0.1 -0.4 0.0

C3H3B3ClF6N3O8PS3 as an isolated structure. Source: the OMol25 dataset; level of theory: ωB97M-V/def2-TZVPD.

Output
charge	-1
HOMO energy	-6.3	eV
frontier orbital gap	7.79	eV
DFT total energy	-3552.65759	a.u.

Geometry (Å):
N: 0.134782 6.164046 -1.108821
B: -0.603911 5.093868 -1.751973
O: -1.841793 5.343073 -2.324393
B: -2.662963 4.289102 -2.615985
N: -4.107675 4.477658 -2.668585
C: -4.814666 4.282117 -1.710971
S: -5.775507 4.013866 -0.510420
O: -2.125959 3.045336 -2.846025
B: -0.943582 2.751499 -2.194775
P: -0.457930 0.886200 -1.800946
O: 1.083574 0.954330 -2.366616
Cl: -0.221927 1.269077 0.214837
O: -0.120772 3.794679 -1.833413
H: 1.114845 6.093400 -1.369462
H: 0.152833 6.010868 -0.103714
H: 1.454097 1.839678 -2.396052
C: 0.913665 -2.616168 -0.173847
F: 1.221208 -1.505942 -0.859996
F: -0.387016 -2.574647 0.116160
F: 1.133450 -3.665936 -0.964548
S: 1.959077 -2.661853 1.348504
O: 1.571654 -1.494639 2.089701
O: 3.308354 -2.727918 0.861936
N: 1.387042 -4.020780 1.905648
S: 1.886325 -4.687983 3.243687
O: 1.513472 -3.990409 4.442063
O: 3.204473 -5.253726 3.180969
C: 0.749517 -6.142779 3.175095
F: 0.959559 -6.886888 2.088604
F: -0.531786 -5.774164 3.188049
F: 0.971562 -6.908682 4.251394

Cartesian forces (eV/Å) of the 6 atoms listed first:
N 0.3 -0.3 -0.1
B 0.1 0.1 -0.4
O -0.2 0.1 0.6
B 0.1 0.2 -0.7
N 0.3 -0.1 0.6
C -0.2 0.0 -0.5

A 4-piece molecular cluster, CH12NO3 overall. Source: the OMol25 dataset; level of theory: ωB97M-V/def2-TZVPD.

Output
charge	+1
HOMO energy	-15.3	eV
energy relative to the best compared isomer or geometry (same formula, charge and spin)	34.77	kcal/mol
frontier orbital gap	12.09	eV
DFT total energy	-325.51038	a.u.

Geometry (Å):
C: -1.872052 -0.597989 0.968843
N: -0.715684 -0.381937 0.028533
H: -1.839388 -1.634995 1.368630
H: -1.783230 -0.111728 1.850308
H: -2.784490 -0.371414 0.572965
H: -0.711375 -1.130435 -0.787309
H: 0.169571 -0.449439 0.567061
H: -0.748017 0.546907 -0.461621
H: 0.654546 0.208948 -3.196186
H: -0.704490 0.828488 -3.036195
O: 0.070156 0.580498 -2.558986
H: 1.807620 1.951251 1.026650
H: 0.649377 2.893450 1.339121
O: 0.935959 2.219110 0.683192
H: 2.687440 -0.856570 0.244119
H: 2.216576 -2.360787 0.825633
O: 1.967475 -1.333360 0.565237

Cartesian forces (eV/Å) of the 6 atoms listed first:
C 2.1 -3.2 -0.6
N -0.7 -0.8 -1.5
H -0.1 0.3 -1.0
H 0.8 2.4 2.4
H -2.2 0.4 -1.5
H 0.2 2.0 2.2

C9H8N2OS as an isolated structure. Source: the OMol25 dataset; level of theory: ωB97M-V/def2-TZVPD.

Output
HOMO energy	-8.8	eV
energy relative to the best compared isomer or geometry (same formula, charge and spin)	141.40	kcal/mol
frontier orbital gap	8.73	eV
DFT total energy	-930.49703	a.u.

Geometry (Å):
C: -2.290800 0.478303 0.033755
C: -0.828855 0.373403 -0.217459
C: 0.033919 1.379196 -0.160139
C: 1.378063 0.810555 -0.200282
C: 2.663428 1.470090 0.012755
C: 3.816274 0.758577 0.106922
C: 3.882585 -0.659680 0.071929
C: 2.647734 -1.330410 -0.002671
C: 1.349865 -0.659485 0.044677
H: -4.938574 -0.140245 1.048070
H: -4.339753 0.399932 -1.009146
H: -2.481969 -1.669201 -0.222404
H: -0.241985 2.361045 -0.379202
H: 2.508419 2.437927 0.017551
H: 4.752563 1.238307 0.398922
H: 4.801476 -1.185579 -0.039002
H: 2.569157 -2.388797 -0.199791
N: -4.425922 -0.574880 -0.097723
N: -3.022503 -0.571570 0.127360
O: -2.736935 1.661717 0.225068
S: -0.281760 -1.377829 0.015004

Cartesian forces (eV/Å) of the 6 atoms listed first:
C 1.3 6.4 0.4
C -2.6 -3.0 1.5
C 2.2 -2.3 -1.4
C 1.3 -2.4 2.7
C -2.6 -5.2 -1.2
C 1.6 -0.5 1.1

Number 1: strongest force on any atom 5.30 eV/A. Number 2: strongest force on any atom 2.40 eV/A. Number 3: strongest force on any atom 1.18 eV/A. Number 4: strongest force on any atom 0.41 eV/A. Number 5: strongest force on any atom 0.75 eV/A. Number 6: strongest force on any atom 5.66 eV/A. Number 7: strongest force on any atom 7.89 eV/A.